P) This record from the Open Molecules 2025 dataset describes a 2-piece molecular cluster, CH4O3 overall. The level of theory is ωB97M-V/def2-TZVPD.

Geometry (Å):
H -1.45 0.58 0.94
H 0.20 0.83 0.10
O 1.19 0.34 -0.15
H -1.33 0.85 -0.49
C 0.92 -0.96 -0.21
H 1.76 -1.57 -0.50
O -0.24 -1.32 -0.05
O -1.05 1.25 0.36

The HOMO-LUMO gap is 0.4036 Eh. The value obtained for the highest occupied orbital energy is -0.3830 Eh.

Q) This record from the Open Molecules 2025 dataset describes a 2-piece molecular cluster, CH4O3 overall. The level of theory is ωB97M-V/def2-TZVPD.

Geometry (Å):
O -0.04 0.25 0.09
H -1.20 -1.43 -1.53
O 0.11 1.63 0.03
H 0.66 -1.46 0.80
C 0.90 -0.39 0.83
O 1.69 0.22 1.46
H -1.41 -0.78 -1.29
H -0.72 1.97 -0.38

The HOMO-LUMO gap is 0.4185 Eh. The value obtained for the highest occupied orbital energy is -0.3941 Eh.

So which one wins? Going from most stable to least: P), Q).

P) This record from the Open Molecules 2025 dataset describes a 2-piece molecular cluster, CH4O3 overall. The level of theory is ωB97M-V/def2-TZVPD.

Geometry (Å):
O 0.65 -0.56 0.21
H -0.63 -0.15 -1.17
H 0.83 -2.50 -0.36
O 0.30 -1.95 0.23
O -1.23 0.87 0.55
H 0.54 1.52 -0.92
C -0.30 0.32 -0.32
H -0.81 0.88 1.49

The HOMO-LUMO gap is 0.3895 Eh. The value obtained for the highest occupied orbital energy is -0.3684 Eh.

Q) This record from the Open Molecules 2025 dataset describes a 2-piece molecular cluster, CH4O3 overall. The level of theory is ωB97M-V/def2-TZVPD.

Geometry (Å):
C -0.07 0.19 -1.48
O -0.45 0.78 -0.35
H 0.79 -0.36 2.92
H -0.48 0.68 -2.36
H -0.69 -0.82 2.54
O -0.08 -0.08 2.60
O 0.64 -0.78 -1.54
H 0.06 0.38 0.39

The HOMO-LUMO gap is 0.4141 Eh. The value obtained for the highest occupied orbital energy is -0.3940 Eh.

So which one wins? Going from most stable to least: Q), P).

P) This record from the Open Molecules 2025 dataset describes an isolated ion of composition C31H32NO and charge +1. The level of theory is ωB97M-V/def2-TZVPD.

Geometry (Å):
C 2.93 -3.59 -2.52
C 2.41 -2.77 -1.51
H 3.11 1.39 1.29
H -2.61 -2.60 -3.50
C -0.11 -2.56 -1.76
H 0.46 5.12 1.41
H 2.79 6.49 4.80
C 3.76 4.60 2.13
H -3.39 -2.60 -1.91
H -2.62 -0.34 -1.72
C -2.44 -2.44 -2.43
H 2.75 -1.03 -0.28
H 1.57 -0.55 1.55
C 0.31 2.73 -0.13
C -6.49 -0.73 1.73
H -1.56 -0.58 -3.13
C -0.04 0.39 0.42
H 0.63 6.42 3.54
C -4.47 -1.97 0.86
C -0.84 -0.90 0.16
H -2.67 -3.00 0.31
H 0.02 -0.54 -1.65
C 3.13 -1.64 -1.10
C 3.84 5.27 3.35
H -0.07 3.68 -0.50
N -0.68 -1.20 -1.31
H 1.00 -2.71 0.13
C 2.72 5.94 3.86
H -7.12 -1.37 1.10
H 4.54 -3.91 -3.91
H -0.38 -1.73 0.70
C 1.22 0.35 1.03
H 2.37 -4.48 -2.81
C 4.84 -2.11 -2.75
H -4.70 1.30 1.71
H 0.93 -4.19 -0.84
C -0.49 1.58 -0.16
H 4.62 4.07 1.70
C 2.08 1.45 0.93
C 1.61 2.64 0.37
C -1.35 -3.42 -1.93
C 4.33 -1.30 -1.73
H -1.62 -3.89 -0.98
C -2.30 -0.86 0.62
H -1.48 1.65 -0.61
H 0.27 -2.31 -2.77
C -2.88 0.30 1.16
H 4.85 -0.39 -1.43
C -4.25 0.35 1.42
H -5.10 -2.85 0.73
H -6.89 0.29 1.67
C 2.53 4.54 1.47
C 1.05 -3.09 -0.90
C -5.05 -0.78 1.31
H 5.78 -1.85 -3.24
C 1.51 5.90 3.16
H 4.78 5.28 3.89
C -1.92 -1.03 -2.19
H -2.28 1.18 1.38
H -6.62 -1.06 2.77
C -3.11 -2.02 0.56
C 4.14 -3.26 -3.13
C 1.40 5.19 1.96
H -1.16 -4.23 -2.66
O 2.45 3.75 0.31

Its total charge is +1. The HOMO-LUMO gap is 0.3239 Eh. The value obtained for the highest occupied orbital energy is -0.4063 Eh.

Q) This record from the Open Molecules 2025 dataset describes a 2-piece molecular cluster, C31H32NO overall. The level of theory is ωB97M-V/def2-TZVPD.

Geometry (Å):
C 6.00 4.38 2.64
H -0.88 -5.44 -1.32
H 2.94 -0.09 -0.40
H -1.62 0.31 -0.50
C 3.84 0.96 1.23
H 3.84 3.54 0.12
H 6.49 3.12 4.32
C 1.73 1.33 -2.53
H -0.18 -0.68 -1.20
H 1.57 2.44 0.71
H -5.97 0.16 0.15
H -6.90 -1.89 1.46
H -0.37 1.91 -5.89
C -3.64 -5.24 1.82
C 5.94 3.19 3.37
C -3.82 -3.04 0.75
C 4.45 3.42 1.02
C 2.91 0.85 0.17
H 0.59 -5.00 -2.24
H -0.44 3.02 -0.49
C -5.03 -5.29 2.02
C -5.21 -3.10 1.01
C -0.20 2.11 -3.77
H 1.48 1.11 -4.66
H -1.75 3.06 -2.61
H -6.62 -2.10 -0.26
H 5.23 5.44 0.95
C -0.05 2.54 -1.39
C 6.86 5.51 3.14
H 6.87 6.34 2.44
H 5.22 1.17 3.47
H 0.71 -5.36 -0.51
C -0.08 -3.43 -0.95
C 0.08 -4.90 -1.27
H 2.73 0.87 -2.50
O 0.86 -2.68 -0.71
N -1.40 -3.03 -0.93
H -6.88 -4.18 1.82
H 4.17 0.03 1.70
H -5.24 -0.26 1.71
H -1.96 -4.05 1.20
H -5.51 -6.15 2.50
H -3.02 -6.08 2.15
C -1.16 -0.64 -0.74
C 5.22 2.10 2.91
C -1.87 -1.79 -0.49
C -5.80 -4.20 1.63
C -4.01 -0.70 0.03
C -3.25 -1.83 0.10
C -3.05 -4.12 1.24
H 7.89 5.19 3.31
C 1.05 1.48 -3.73
C 4.46 2.16 1.69
H -1.31 3.25 -5.20
C -0.97 2.22 -5.04
C -6.11 -1.94 0.70
C -0.76 2.61 -2.58
C 1.19 1.86 -1.33
H 6.50 5.89 4.11
C -5.35 -0.60 0.66
H -3.60 0.20 -0.42
C 1.88 1.74 -0.08
C 5.22 4.49 1.48
H -1.87 1.59 -5.00
H -2.07 -3.79 -1.01

Its total charge is +1. The HOMO-LUMO gap is 0.1669 Eh. The value obtained for the highest occupied orbital energy is -0.3604 Eh.

So which one wins? Going from most stable to least: P), Q).

P) This record from the Open Molecules 2025 dataset describes a 2-piece molecular cluster, C2H2ClO2 overall. The level of theory is ωB97M-V/def2-TZVPD.

Geometry (Å):
O -2.57 1.69 -0.07
H 0.52 -1.47 0.22
Cl -4.09 -0.45 0.03
C -0.09 -0.45 0.10
C -2.90 0.59 -0.01
O -1.30 -0.65 0.13
H 0.48 0.56 -0.07

Its total charge is +1. The HOMO-LUMO gap is 0.3898 Eh. The value obtained for the highest occupied orbital energy is -0.6003 Eh.

Q) This record from the Open Molecules 2025 dataset describes an isolated ion of composition C2H2ClO2 and charge +1. The level of theory is ωB97M-V/def2-TZVPD.

Geometry (Å):
H -0.36 1.10 1.10
C 0.20 -1.35 -0.06
C -0.30 1.17 0.00
O -0.79 -1.92 -0.20
Cl 1.79 -1.37 0.41
H -0.44 2.14 -0.50
O -0.09 0.24 -0.75

Its total charge is +1. The HOMO-LUMO gap is 0.4285 Eh. The value obtained for the highest occupied orbital energy is -0.6438 Eh.

So which one wins? Going from most stable to least: Q), P).